{"formula": "C14H33MoO6PS2", "method": "the ωB97M-V functional and the def2-TZVPD basis", "elements": ["Mo", "C", "O", "C", "C", "O", "C", "C", "O", "C", "H", "H", "H", "H", "H", "H", "H", "H", "H", "H", "H", "H", "H", "H", "C", "C", "O", "P", "S", "S", "O", "C", "C", "H", "H", "H", "H", "H", "H", "H", "H", "H", "H", "C", "C", "C", "C", "O", "H", "H", "H", "H", "H", "H", "H", "H", "H"], "coordinates": [[0.3455, -0.6579, 0.3078], [2.5037, -1.2229, 2.6524], [2.2783, -1.0351, 1.2111], [3.3903, -1.5326, 0.4177], [3.1118, -1.1081, -1.0005], [1.6885, -1.3278, -1.2553], [1.2788, -2.5414, -1.9618], [0.8346, -3.5358, -0.9230], [0.0283, -2.7881, 0.0290], [-0.5804, -3.6672, 1.0364], [3.4380, -0.7319, 2.9131], [2.5477, -2.2903, 2.8623], [1.6732, -0.7533, 3.1672], [3.4412, -2.6150, 0.5470], [4.3137, -1.0826, 0.7845], [3.6994, -1.6646, -1.7277], [3.2643, -0.0404, -1.1449], [2.1066, -2.9048, -2.5671], [0.4611, -2.2299, -2.6087], [1.6622, -3.9950, -0.3793], [0.2185, -4.3179, -1.3684], [-1.0945, -4.4709, 0.5152], [-1.2930, -3.0675, 1.5908], [0.2032, -4.0579, 1.6836], [-2.9508, 4.1066, -2.3443], [-2.2217, 4.0069, -1.0404], [-1.7760, 2.5680, -0.7690], [-0.6674, 1.7111, -1.3594], [-1.2983, -0.2462, -1.3024], [0.9721, 1.5587, -0.1166], [-0.2905, 2.2127, -2.7532], [0.8920, 1.9431, -3.6304], [1.0918, 3.1428, -4.5074], [-3.4096, 5.0971, -2.3761], [-3.7561, 3.3756, -2.4037], [-2.2923, 4.0103, -3.2041], [-2.8546, 4.1951, -0.1799], [-1.3162, 4.6050, -0.9765], [0.6316, 1.0438, -4.1845], [1.7346, 1.7534, -2.9651], [0.2115, 3.3293, -5.1196], [1.9304, 2.9444, -5.1764], [1.3283, 4.0300, -3.9224], [-1.2554, -1.0622, 4.0920], [-1.6351, -0.1888, 2.9280], [-2.9387, -0.5446, 2.2654], [-1.4381, 1.2847, 3.1588], [-0.5395, -0.5114, 1.7821], [-2.0474, -0.9618, 4.8371], [-0.3247, -0.7469, 4.5613], [-1.2016, -2.1162, 3.8218], [-3.7321, -0.2908, 2.9719], [-3.0224, -1.6096, 2.0506], [-3.1072, 0.0326, 1.3567], [-2.1317, 1.5773, 3.9509], [-1.6752, 1.8708, 2.2712], [-0.4309, 1.5180, 3.5023]], "atomic_forces_ev_per_a": [[-0.54, 0.45, 0.36], [-0.02, 0.08, -0.10], [0.16, -0.02, 0.14], [0.00, 0.02, 0.05], [-0.17, -0.04, -0.05], [0.17, -0.09, -0.16], [0.08, 0.16, 0.07], [-0.03, -0.02, 0.02], [-0.05, -0.21, 0.02], [-0.01, 0.07, -0.10], [0.00, -0.01, 0.03], [0.02, 0.01, 0.03], [0.01, -0.01, 0.01], [0.01, 0.00, -0.04], [0.00, -0.01, -0.01], [0.04, 0.00, 0.03], [0.05, 0.00, 0.03], [-0.02, -0.05, 0.01], [-0.02, -0.06, -0.01], [0.02, 0.00, -0.03], [0.01, 0.00, 0.00], [-0.01, -0.01, 0.02], [0.01, -0.01, 0.02], [-0.02, -0.02, 0.01], [-0.05, 0.02, 0.04], [0.13, -0.07, 0.03], [-0.16, 0.03, -0.01], [0.06, 0.03, -0.03], [0.02, -0.18, 0.01], [0.13, -0.03, 0.09], [-0.03, 0.17, -0.03], [-0.09, -0.07, 0.09], [0.01, 0.00, -0.03], [0.02, 0.01, -0.04], [-0.01, 0.01, 0.01], [0.01, -0.02, 0.00], [0.00, 0.00, 0.00], [-0.03, 0.05, -0.04], [0.02, 0.01, -0.03], [0.02, 0.02, -0.02], [0.00, 0.00, 0.00], [0.00, 0.00, 0.00], [-0.01, 0.00, 0.00], [0.04, -0.02, -0.04], [-0.20, 0.15, 0.22], [0.05, -0.03, -0.04], [0.01, 0.02, -0.01], [0.40, -0.33, -0.52], [0.01, 0.01, 0.02], [0.00, 0.01, -0.01], [-0.03, 0.00, -0.01], [-0.01, 0.00, -0.01], [-0.01, 0.00, 0.03], [0.00, 0.02, 0.01], [0.00, 0.02, -0.01], [-0.02, -0.01, -0.01], [0.00, -0.03, 0.02]], "mulliken_spin": [1.09, 0.00, 0.02, -0.01, 0.00, -0.01, 0.00, -0.01, 0.02, 0.00, 0.00, 0.00, 0.00, 0.00, 0.00, 0.00, 0.00, 0.00, 0.00, 0.00, 0.00, 0.00, 0.00, 0.00, 0.00, 0.00, 0.00, 0.04, -0.05, -0.05, 0.00, 0.00, 0.00, 0.00, 0.00, 0.00, 0.00, 0.00, 0.00, 0.00, 0.00, 0.00, 0.00, 0.00, -0.01, 0.00, 0.00, -0.07, 0.00, 0.00, 0.00, 0.00, 0.00, 0.00, 0.00, 0.00, 0.00], "multiplicity": 2, "charge": 3, "e_lumo_ev": [-11.5, -11.7], "homo_energy_ev": [-19.52, -19.57], "gap_ha": [0.294, 0.288], "largest_force_ha_per_bohr": 0.0155, "e_above_lowest_ev": 0.000}